Record 1
11
Properties=species:S:1:pos:R:3 method="wB97M-V/def2-TZVPD" gap_ev=9.1 multiplicity=1 lumo_energy_ha=-0.011 smiles="C=C1C=CC(=O)O1"
C 1.8702 -0.3991 -0.5970
C 0.5351 -0.1997 -0.4068
C -0.0330 -0.2842 0.9099
C -1.2912 0.2480 0.9400
C -1.5360 0.6025 -0.5468
O -2.4721 1.1931 -0.9698
O -0.4129 0.2957 -1.3097
H 2.4167 -0.3858 -1.6610
H 2.4485 -0.8033 0.2219
H 0.5680 -0.5831 1.8144
H -2.0933 0.3159 1.6050

Record 2
15
Properties=species:S:1:pos:R:3 method="wB97M-V/def2-TZVPD" gap_ev=8.5 multiplicity=1 lumo_energy_ha=-0.166 total_charge=+1 smiles="S=C(S)[C@@H]1C=NC[NH2+]1"
S -1.0258 -1.1948 2.6038
C -1.1193 -0.2852 1.2038
S -2.1231 1.0386 0.9435
C -0.2137 -0.7866 -0.0077
C 1.2580 -0.6411 0.5111
N 1.9608 0.1494 -0.1289
C 1.2183 0.7719 -1.1515
N -0.2335 0.1469 -1.1159
H -2.5834 0.8019 2.1597
H -0.2827 -1.8845 -0.0739
H 1.5578 -1.3599 1.3117
H 1.2109 1.8854 -0.9538
H 1.8160 0.6382 -2.1027
H -1.0048 0.7811 -1.0485
H -0.4356 -0.0613 -2.1506

Record 3
19
Properties=species:S:1:pos:R:3 method="wB97M-V/def2-TZVPD" gap_ev=11.3 multiplicity=1 lumo_energy_ha=0.040 smiles=CCC.CC
C 1.4669 2.0677 -0.5013
C 0.2826 1.3768 0.0631
C -0.5150 1.8363 1.1864
H 1.1904 2.9721 -1.1410
H 2.1670 1.6221 -1.1026
H 1.9612 2.3650 0.3095
H -0.6352 1.1643 -0.8075
H 0.5958 0.2336 0.1517
H 0.1477 1.7888 2.1279
H -0.6808 2.9760 1.1638
H -1.4750 1.4480 1.3373
C 0.0086 -2.5020 0.1245
C -1.2462 -2.4981 -0.7118
H 0.9164 -2.2244 -0.5882
H 0.1539 -1.6742 0.8090
H 0.3321 -3.6069 0.4465
H -1.8356 -3.4229 -0.6587
H -0.9790 -2.2882 -1.7587
H -1.8558 -1.6341 -0.4501

Record 4
19
Properties=species:S:1:pos:R:3 method="wB97M-V/def2-TZVPD" gap_ev=8.6 multiplicity=1 lumo_energy_ha=-0.356 total_charge=+2
C 0.7178 0.7371 -0.2851
C 0.3916 -1.7093 -0.5602
C -0.7351 -2.2213 1.3819
C -1.5417 1.3116 -1.2244
C -0.5237 -0.8047 1.4352
N 1.9197 1.1007 -0.0081
N 0.2212 -0.5510 0.1690
N 3.1532 0.9504 -0.0884
N -0.1265 1.4904 -0.9234
O 1.0008 -2.0532 -1.4732
O -0.3472 -2.7393 0.3152
Cl 4.0675 1.5002 1.2084
H -1.1465 -2.8349 2.3190
H -1.6499 1.9937 -2.2187
H -2.3426 1.6979 -0.6544
H -1.8040 0.3068 -1.7327
H -1.4845 -0.3616 1.3785
H -0.0362 -0.1625 2.2511
H 0.2660 2.3490 -1.2897

Record 5
14
Properties=species:S:1:pos:R:3 method="wB97M-V/def2-TZVPD" gap_ev=8.3 multiplicity=1 lumo_energy_ha=-0.379 total_charge=+2
Hf 21.5592 22.8317 -3.7958
O 20.4483 24.2279 -3.0039
H 20.1693 24.6527 -2.2293
O 23.1398 22.9837 -2.6860
H 23.9464 23.3145 -2.2546
O 22.3280 20.8945 -4.3425
H 23.2752 20.6919 -4.1798
H 21.8935 20.0668 -4.4589
O 22.5952 22.6470 -0.0594
H 21.9697 21.9456 -0.0883
H 23.0319 22.4971 -0.8680
O 20.7261 21.5696 -2.3523
H 21.1051 20.8533 -1.7649
H 20.0188 21.8995 -1.7528

Record 6
19
Properties=species:S:1:pos:R:3 method="wB97M-V/def2-TZVPD" gap_ev=3.5 multiplicity=1 lumo_energy_ha=-0.200
N -0.2819 0.5967 1.9343
C -0.3248 0.1771 0.5295
C -0.7821 1.3022 -0.5248
O -2.1085 2.0471 0.2120
C 0.9018 -0.6363 0.0745
S 0.7045 -1.1715 -1.6773
S 2.8661 1.1947 2.1340
H 0.8160 0.8554 2.1162
H -1.0228 1.3516 1.9525
H -1.2565 -0.4836 0.5757
H -0.1157 2.1108 -0.5950
H -0.6108 0.9569 -1.5817
H -2.0026 1.1555 -0.6384
H 0.9348 -1.6079 0.6070
H 1.8492 -0.2277 0.3205
H 3.9622 1.0578 2.9264
H -0.5321 -2.7192 -2.4479
H -1.7477 -2.6398 -3.2181
O -1.2491 -3.3197 -2.6994

Record 7
59
Properties=species:S:1:pos:R:3 method="wB97M-V/def2-TZVPD" gap_ev=5.1 multiplicity=1 lumo_energy_ha=-0.061
C -1.2382 -3.0563 6.8986
C -2.0701 -1.9069 6.3837
O -1.4611 -1.4683 5.1405
C -2.0043 -0.3103 4.6720
C -1.2344 0.1315 3.4928
N -1.3023 1.4466 3.1583
O -0.2921 1.9692 2.5579
O -2.3378 2.1184 3.3729
O -2.9502 0.2294 5.2175
H -1.7855 -3.5770 7.6856
H -0.9916 -3.7665 6.1027
H -0.3069 -2.6761 7.3325
H -3.1057 -2.2191 6.1893
H -2.0698 -1.0804 7.1072
H -0.3931 -0.4676 3.1706
C 1.4937 -1.9006 1.4585
C 1.0981 -1.8599 0.0413
N 1.2977 -2.8959 -0.8161
C 1.8272 -4.1959 -0.4417
C 0.8570 -2.5611 -2.0996
C 0.3281 -1.2483 -2.0379
C -0.2340 -0.7106 -3.1899
C -0.2081 -1.4501 -4.3792
C 0.3752 -2.7283 -4.4260
C 0.9115 -3.3098 -3.2684
C 0.4988 -0.7821 -0.6623
C 0.1411 0.4712 -0.1365
C 0.1372 1.6311 -0.9464
C -0.7537 2.7421 -0.8657
C -1.8193 3.0169 0.0937
N -0.4938 3.5988 -1.8856
C -1.2194 4.8325 -2.1221
C 0.5868 3.1483 -2.6422
C 1.0260 1.9253 -2.0700
C 2.0985 1.2711 -2.6670
C 2.6192 1.7678 -3.8699
C 2.1243 2.9523 -4.4440
C 1.1187 3.6893 -3.8037
H 1.4538 -0.8747 1.8400
H 0.7992 -2.5056 2.0630
H 2.5100 -2.2933 1.6028
H 1.8897 -4.8105 -1.3419
H 2.8251 -4.0984 0.0026
H 1.1727 -4.6954 0.2855
H -0.6747 0.2820 -3.1566
H -0.6478 -1.0257 -5.2841
H 0.3983 -3.2744 -5.3685
H 1.3590 -4.3029 -3.2582
H -0.0864 0.5674 0.9188
H -1.7174 2.3085 0.9081
H -1.7231 4.0247 0.5232
H -2.8248 2.9204 -0.3449
H -0.8130 5.3025 -3.0177
H -2.2894 4.6395 -2.2656
H -1.1066 5.5140 -1.2701
H 2.5122 0.3820 -2.1965
H 3.4189 1.2221 -4.3747
H 2.5350 3.3073 -5.3882
H 0.7416 4.6400 -4.1780

Computed energy (eV) in order:
-9343.303, -28902.944, -5409.762, -27852.726, -11657.723, -30534.594, -39019.623
Computed relative energy (zero: lowest compared OMol25 entry of this formula, charge and spin) (eV) in order:
0.879, 2.854, 2.288, 0.000, 2.765, 10.399, 5.867